# 1
ORCA calculation (ωB97M-V/def2-TZVPD) on a 2-piece molecular cluster, C4H8O3 overall.

## Properties
Charge   0
SMILES   O=CCCC=O.O
Energy relative to the best compared isomer or geometry (same formula, charge and spin)   206.0 kJ/mol
Orbital gap   10.35 eV
LUMO energy   0.29 eV

Each line ends with the Mulliken charge.
CARTESIAN COORDINATES (ANGSTROEM)
O  -0.461  -1.158  -1.901  -0.493
C  -0.810  -0.445  -0.991  -0.123
C  0.101  0.712  -0.599  -0.475
C  -0.120  1.573  0.652  -0.451
C  -1.026  0.950  1.711  -0.004
O  -2.160  0.660  1.467  -0.458
H  -1.780  -0.582  -0.508  0.448
H  1.088  0.247  -0.536  0.271
H  0.282  1.283  -1.505  0.364
H  -0.627  2.488  0.387  0.265
H  0.830  1.876  1.091  0.332
H  -0.533  0.828  2.694  0.321
H  1.401  -2.665  -1.413  0.339
H  1.883  -2.706  0.167  0.299
O  1.931  -3.062  -0.717  -0.636

# 2
ORCA calculation (ωB97M-V/def2-TZVPD) on a 2-piece molecular cluster, C18H40ClF3N8O5PS overall.

## Properties
Charge   +1
Orbital gap   9.16 eV
LUMO energy   -2.35 eV

Each line ends with the Mulliken charge.
CARTESIAN COORDINATES (ANGSTROEM)
C  -4.596  -2.825  1.742  -0.493
O  -5.267  -3.736  0.907  -0.474
C  -4.391  -4.421  0.044  -0.716
C  -3.858  -3.535  -1.088  -1.021
C  -2.419  -3.002  -0.841  0.430
C  -2.169  -1.835  -1.786  -0.984
C  -0.743  -1.228  -1.723  -0.438
N  -0.075  -1.320  -0.377  1.053
C  0.289  0.037  -0.076  -1.603
N  -0.396  0.803  0.691  0.550
N  0.094  2.099  0.908  -0.705
C  -1.641  0.413  1.362  -0.830
C  -2.743  1.460  1.187  -0.670
C  -3.908  1.233  2.140  0.891
F  -4.147  2.312  2.837  -0.301
F  -4.983  0.855  1.511  -0.262
F  -3.636  0.276  3.029  -0.293
N  1.439  0.273  -0.692  1.041
C  1.849  1.579  -1.204  -1.712
N  1.034  2.112  -2.280  -0.449
C  2.289  -0.893  -0.760  0.478
C  3.432  -0.625  0.303  -2.034
N  2.979  0.110  1.460  -0.247
S  3.104  -1.266  -2.357  1.909
C  4.044  -2.788  -2.155  -1.120
O  4.037  -0.242  -2.722  -0.744
O  2.144  -1.483  -3.395  -0.748
C  1.213  -1.976  -0.365  0.085
N  1.164  -3.211  -1.131  -0.408
P  1.361  -2.466  1.474  -0.127
O  2.753  -3.347  1.436  -0.506
Cl  -0.139  -3.886  1.770  -0.244
H  -4.401  -1.905  1.179  0.085
H  -5.212  -2.562  2.591  0.348
H  -3.634  -3.242  2.057  0.256
H  -3.554  -4.859  0.603  0.350
H  -4.951  -5.258  -0.359  0.377
H  -3.793  -4.152  -1.983  0.525
H  -4.515  -2.697  -1.309  0.519
H  -1.746  -3.841  -1.024  0.029
H  -2.327  -2.738  0.206  -0.034
H  -2.926  -1.070  -1.604  0.373
H  -2.307  -2.194  -2.805  0.551
H  -0.849  -0.168  -1.951  -0.082
H  -0.145  -1.670  -2.515  0.546
H  -0.269  2.465  1.783  0.314
H  -0.285  2.733  0.199  0.313
H  -1.998  -0.560  1.052  0.147
H  -1.385  0.304  2.416  0.482
H  -3.159  1.315  0.193  0.434
H  -2.398  2.477  1.323  0.255
H  2.879  1.535  -1.551  0.606
H  1.853  2.317  -0.411  0.578
H  0.385  1.445  -2.672  0.294
H  0.579  2.979  -2.018  0.411
H  3.910  -1.570  0.551  0.572
H  4.169  -0.015  -0.217  0.674
H  3.411  1.018  1.530  0.239
H  3.077  -0.418  2.314  0.229
H  4.238  -3.018  -1.108  0.279
H  3.462  -3.600  -2.575  0.415
H  4.978  -2.712  -2.698  0.438
H  0.288  -3.684  -0.930  0.281
H  1.904  -3.838  -0.832  0.459
H  2.832  -3.794  2.294  0.374
C  2.793  5.020  -0.194  -1.319
C  1.341  5.300  0.101  0.845
O  0.428  4.689  -0.457  -0.703
N  1.060  6.260  1.004  -0.190
C  1.989  7.087  1.759  -0.846
H  2.860  4.232  -0.939  0.216
H  3.279  5.911  -0.589  0.477
H  3.307  4.691  0.711  0.402
H  0.071  6.400  1.151  0.253
H  1.826  6.927  2.825  0.291
H  1.802  8.136  1.529  0.297
H  3.019  6.849  1.518  0.334

# 3
ORCA calculation (ωB97M-V/def2-TZVPD) on a 2-piece molecular cluster, C21H45ClFN9O4PS overall.

## Properties
Charge   +1
Orbital gap   7.61 eV
LUMO energy   -3.87 eV

Each line ends with the Mulliken charge.
CARTESIAN COORDINATES (ANGSTROEM)
C  -2.236  -1.517  1.919  -1.350
C  -2.025  -2.760  1.077  0.685
F  -0.658  -2.984  0.954  -0.290
C  -2.602  -2.600  -0.344  -1.277
N  -1.711  -1.875  -1.227  0.640
C  -0.754  -2.406  -1.996  -0.390
C  -0.398  -3.849  -2.106  -0.531
C  0.228  -4.173  -3.470  -0.548
C  -0.830  -4.251  -4.593  -1.024
C  -1.148  -2.920  -5.292  0.072
N  -2.467  -2.392  -4.894  -0.673
N  -0.129  -1.443  -2.653  0.324
C  -0.651  -0.261  -2.305  0.104
N  -0.268  0.941  -2.726  0.364
C  -0.856  2.210  -2.291  -1.988
C  -0.497  2.593  -0.829  1.618
C  0.516  3.753  -0.833  -1.415
Cl  -1.965  3.176  0.017  -0.177
C  0.836  1.024  -3.716  -1.834
C  2.226  0.445  -3.292  1.145
N  2.502  -0.831  -3.964  -0.653
N  2.450  0.365  -1.867  -0.639
N  3.203  1.430  -3.822  -0.676
N  -1.661  -0.526  -1.436  1.076
N  -2.598  0.260  -0.756  -1.220
C  -3.668  0.416  -1.361  0.477
S  -5.055  0.504  -1.995  -0.253
H  -1.910  -1.713  2.940  0.410
H  -1.672  -0.665  1.542  0.118
H  -3.292  -1.247  1.941  0.406
H  -2.504  -3.617  1.550  0.375
H  -2.818  -3.577  -0.770  0.349
H  -3.563  -2.096  -0.256  0.494
H  0.377  -3.988  -1.343  0.318
H  -1.225  -4.506  -1.847  0.386
H  0.742  -5.129  -3.379  0.541
H  0.977  -3.427  -3.730  0.110
H  -0.430  -4.926  -5.349  0.370
H  -1.749  -4.689  -4.197  0.444
H  -0.342  -2.191  -5.174  -0.223
H  -1.197  -3.127  -6.364  0.496
H  -2.735  -2.779  -3.998  0.205
H  -2.456  -1.383  -4.825  0.292
H  -1.942  2.132  -2.326  0.517
H  -0.594  3.012  -2.970  0.782
H  -0.046  1.752  -0.304  -0.421
H  0.405  4.395  0.036  0.345
H  0.410  4.385  -1.714  0.372
H  1.524  3.330  -0.859  0.376
H  0.997  2.077  -3.913  0.384
H  0.465  0.592  -4.649  0.506
H  2.697  -1.571  -3.305  0.290
H  1.734  -1.099  -4.560  0.197
H  2.440  -0.578  -1.512  0.278
H  1.868  0.981  -1.322  0.021
H  4.008  1.360  -3.207  0.390
H  3.547  1.078  -4.709  0.319
O  -0.442  0.759  4.564  -0.766
P  0.662  1.737  4.635  1.010
O  0.432  2.853  3.501  -0.215
C  -0.656  3.783  3.604  -0.133
C  -0.420  4.839  4.668  -1.115
O  1.928  0.955  3.968  -0.358
C  1.886  -0.439  3.692  -0.660
C  1.462  -0.697  2.259  -0.393
O  1.605  2.596  5.610  -0.308
C  1.747  2.180  6.993  -0.284
C  2.429  0.834  7.129  -1.032
H  -1.590  3.245  3.789  0.278
H  -0.734  4.256  2.626  0.184
H  -0.434  4.404  5.669  0.246
H  -1.197  5.603  4.623  0.426
H  0.551  5.312  4.532  0.278
H  1.234  -0.957  4.395  0.390
H  2.895  -0.823  3.851  0.391
H  0.570  -0.122  2.003  -0.157
H  1.256  -1.755  2.097  0.282
H  2.253  -0.388  1.570  0.308
H  0.764  2.164  7.468  0.312
H  2.336  2.953  7.483  0.351
H  1.800  0.029  6.738  0.268
H  2.633  0.619  8.177  0.432
H  3.365  0.818  6.572  0.251